Formula: C24H31N5O4S2
Source: the Open Molecules 2025 dataset
Level of theory: ωB97M-V/def2-TZVPD

Geometry as XYZ:
```
66
Properties=species:S:1:pos:R:3
C 2.2700 -4.0557 -3.1278
C 0.8307 -3.5354 -3.0702
C -0.1491 -4.7035 -2.9379
C 0.6598 -2.5823 -1.9113
C 0.0727 -1.3456 -2.0045
N 0.0125 -0.6053 -0.8264
C 0.5369 -1.2893 0.1533
N 0.4870 -0.6080 1.3532
C 0.7254 -1.0648 2.6506
C 0.7644 -0.0948 3.6543
C 0.9536 -0.4478 4.9934
C 1.1011 -1.7919 5.3482
S 1.2865 -2.2349 7.0923
N 2.1866 -3.6208 7.0811
O 2.1035 -1.2805 7.8409
O 0.0305 -2.5885 7.7510
C 1.0619 -2.7751 4.3543
C 0.8731 -2.4109 3.0176
S 1.1735 -2.8758 -0.2699
H 2.4034 -4.7045 -3.9989
H 2.5156 -4.6303 -2.2293
H 2.9721 -3.2202 -3.2105
H 0.6123 -3.0065 -4.0044
H 0.0454 -5.2714 -2.0227
H -1.1789 -4.3337 -2.9052
H -0.0527 -5.3789 -3.7935
H -0.3124 -0.9659 -2.9442
H 0.2182 0.3658 1.2486
H 0.6411 0.9514 3.3961
H 0.9783 0.3260 5.7589
H 3.1458 -3.3057 7.0908
H 1.9535 -4.0780 7.9519
H 1.1570 -3.8274 4.6153
H 0.8111 -3.2079 2.2914
C -3.3039 1.2513 0.3295
N -2.2638 1.4303 -0.6801
C -2.2440 2.4178 -1.5844
O -3.1081 3.2938 -1.6404
C -1.0462 2.4525 -2.5477
C -0.0916 3.6069 -2.2155
C 0.3499 3.6391 -0.7637
C 1.4120 2.8235 -0.3287
C 1.8142 2.8464 1.0189
C 1.1572 3.6868 1.9348
C 0.0913 4.4966 1.5052
C -0.3149 4.4693 0.1592
N -1.4827 2.5624 -3.9422
C -1.9316 1.5276 -4.6492
C -2.4982 1.8327 -6.0149
O -1.8919 0.3722 -4.2462
H -4.2346 0.9495 -0.1541
H -3.0037 0.4830 1.0436
H -3.4724 2.1911 0.8588
H -1.5254 0.7362 -0.7290
H -0.4928 1.5215 -2.4256
H 0.7926 3.5239 -2.8492
H -0.5798 4.5531 -2.4551
H 1.9213 2.1777 -1.0302
H 2.6357 2.2246 1.3476
H 1.4733 3.7139 2.9686
H -0.4165 5.1417 2.2086
H -1.1430 5.0850 -0.1653
H -1.5893 3.4861 -4.3264
H -3.3565 2.4933 -5.9074
H -1.7330 2.3081 -6.6248
H -2.8138 0.9004 -6.4812
```

The relative energy (zero: lowest compared OMol25 entry of this formula, charge and spin) is 0.0 kJ/mol.

---

Formula: C24H32Br12FNS
Source: the Open Molecules 2025 dataset
Level of theory: ωB97M-V/def2-TZVPD

Geometry as XYZ:
```
71
Properties=species:S:1:pos:R:3
F 8.9098 1.4864 -3.5334
C 7.7090 1.9450 -2.9368
C 7.5324 3.3427 -2.3079
C 6.2138 3.7883 -1.6420
C 4.9754 2.8152 -1.5905
C 5.1538 1.4301 -2.2507
C 6.4888 0.9838 -2.9270
S 3.7396 0.2518 -2.2433
C 2.2725 1.3916 -2.0274
C 0.8456 0.9441 -2.4729
C -0.3783 1.8748 -2.3056
C -0.1696 3.2787 -1.6878
C 1.2495 3.7038 -1.2361
C 2.5156 2.7794 -1.3976
N 3.7859 3.3213 -0.8951
H 8.4117 4.0612 -2.2962
H 6.1679 4.8461 -1.1881
H 6.6060 -0.0493 -3.3914
H 0.7158 -0.1022 -2.9013
H -1.4311 1.5491 -2.6352
H -1.0141 4.0275 -1.5523
H 1.3770 4.7444 -0.7562
H 3.7417 4.3481 -0.8837
Br -1.3660 -2.1808 -1.9236
C -3.0710 -1.8903 -2.8255
C -2.8692 -1.3308 -4.2120
Br -2.4177 0.5638 -4.1416
H -3.6631 -1.2406 -2.1801
H -3.5409 -2.8740 -2.8721
H -3.7952 -1.3846 -4.7869
H -2.0732 -1.8263 -4.7680
Br 3.1693 -6.9215 -1.5608
C 1.3901 -6.1993 -1.2229
C 1.1137 -4.9956 -2.0889
Br 2.0308 -3.4132 -1.4144
H 1.3316 -5.9850 -0.1557
H 0.7033 -7.0123 -1.4637
H 0.0529 -4.7402 -2.0655
H 1.4281 -5.1279 -3.1242
Br 3.3863 -3.1841 3.8304
C 4.0628 -3.4085 2.0155
C 4.9373 -2.2485 1.6090
Br 3.8700 -0.6803 1.1602
H 3.1963 -3.5425 1.3676
H 4.6392 -4.3348 2.0400
H 5.4906 -2.4851 0.6985
H 5.6384 -1.9439 2.3860
Br -3.6108 5.6329 -1.5975
C -5.0186 4.5079 -0.8525
C -4.4408 3.3353 -0.0946
Br -3.7969 1.9533 -1.3185
H -5.6608 4.2119 -1.6821
H -5.5784 5.1612 -0.1813
H -5.2117 2.8497 0.5033
H -3.6082 3.6110 0.5440
Br -3.8540 -0.6923 4.0521
C -3.1877 -0.9223 2.2340
C -2.3254 0.2428 1.8146
Br -3.4076 1.8020 1.3618
H -4.0576 -1.0679 1.5929
H -2.6037 -1.8438 2.2605
H -1.7754 0.0051 0.9008
H -1.6215 0.5573 2.5854
Br -4.4043 -2.3484 7.6150
C -6.1743 -1.6203 7.9851
C -6.4538 -0.4033 7.1386
Br -5.5187 1.1647 7.8218
H -6.2182 -1.4206 9.0557
H -6.8692 -2.4257 7.7418
H -7.5125 -0.1421 7.1785
H -6.1529 -0.5242 6.0977
```

The calculation puts the total energy at -880950.7182 eV.

---

Formula: C24H32CaF6NO22S2
Source: the Open Molecules 2025 dataset
Level of theory: ωB97M-V/def2-TZVPD

Geometry as XYZ:
```
88
Properties=species:S:1:pos:R:3
Ca -1.2654 2.4489 -0.6067
C 0.9899 -1.0385 -2.9072
F -0.2383 -0.7337 -3.3734
F 1.2745 -2.2982 -2.6440
F 1.8293 -0.5166 -3.7580
S 1.0895 -0.0055 -1.2398
O 1.9808 -0.7753 -0.3446
O 1.3952 1.3742 -1.5547
N -0.5779 0.0256 -0.8117
S -0.9114 -1.3553 -0.0888
O -0.4192 -2.5789 -0.7713
O -0.5542 -1.2687 1.3167
C -2.8563 -1.4141 -0.2060
F -3.4841 -0.2189 0.1404
F -3.2740 -1.8344 -1.3779
F -3.2617 -2.4882 0.6388
C -0.8484 -6.4181 2.0987
C -0.7092 -4.8741 1.7018
O 0.3243 -4.5220 2.5855
C 0.8181 -5.4824 3.2657
O 2.0039 -5.5237 3.6866
O 0.0326 -6.5306 3.1858
H -0.4290 -7.0928 1.3523
H -1.8858 -6.5528 2.4047
H -1.5852 -4.2592 1.9082
H -0.3838 -4.9362 0.6634
C 2.5964 4.8004 -4.4857
C 2.1857 6.0934 -4.0042
O 1.7362 5.6949 -2.6783
C 1.3012 4.3322 -2.6786
O 0.3538 3.8585 -1.9461
O 1.9994 3.7244 -3.6249
H 3.6860 4.8016 -4.4575
H 2.1602 4.6586 -5.4745
H 1.2896 6.6294 -4.3171
H 2.9969 6.8153 -4.0991
C -3.0213 -0.4674 4.7532
C -3.9632 0.5963 4.2494
C -3.6468 2.0540 4.7158
O -2.8242 2.4231 3.6380
C -3.0907 1.6541 2.5782
O -2.6120 1.9303 1.5364
O -4.0319 0.7385 2.8652
H -3.0965 -0.6690 5.8218
H -1.9678 -0.1991 4.6744
H -3.3002 -1.3943 4.2520
H -4.8384 0.3072 4.8311
H -3.2591 1.9734 5.7313
H -4.5169 2.7086 4.7653
C -6.4311 -3.1257 -1.3428
C -6.3488 -2.7637 -2.8666
C -5.8002 -1.3598 -3.3321
O -4.7077 -1.8379 -4.2009
C -4.6205 -3.0785 -4.2804
O -3.8338 -3.6180 -5.0106
O -5.2719 -3.6346 -3.3253
H -7.3505 -2.7773 -0.8721
H -5.5305 -2.6985 -0.9017
H -6.3008 -4.1860 -1.1262
H -7.2204 -2.9667 -3.4889
H -5.2795 -0.7406 -2.6017
H -6.5525 -0.9776 -4.0221
C 4.7972 1.0630 2.7615
C 3.3237 0.9126 3.0196
C 2.7053 2.1017 3.8034
O 1.4479 2.2193 3.2196
C 1.5086 1.8589 1.9843
O 0.7466 2.3019 1.0538
O 2.6186 1.1337 1.7280
H 5.0631 0.4057 1.9336
H 5.3791 0.7690 3.6350
H 5.2781 1.9931 2.4585
H 3.2162 -0.1286 3.3236
H 3.3066 3.0091 3.7472
H 2.7862 1.8518 4.8613
C 5.2788 0.3334 -2.7468
C 5.0218 1.7172 -2.2393
C 4.4377 1.7359 -0.8391
O 5.4163 2.3093 -0.0839
C 6.3637 2.8107 -0.8496
O 7.3185 3.4041 -0.4721
O 6.1907 2.5117 -2.1565
H 4.2978 -0.1297 -2.8531
H 5.9260 -0.1871 -2.0409
H 5.7791 0.3140 -3.7150
H 4.2141 2.2658 -2.7239
H 4.1616 0.7491 -0.4675
H 3.4743 2.2441 -0.8812
```

The relative energy (zero: lowest compared OMol25 entry of this formula, charge and spin) is 150.6 kJ/mol. Its spin multiplicity is 2. As for the expectation value of S²: 0.755. The net charge is +2.

---

Formula: C24H32CoN4O7P2
Source: the Open Molecules 2025 dataset
Level of theory: ωB97M-V/def2-TZVPD

Geometry as XYZ:
```
70
Properties=species:S:1:pos:R:3
Co 0.2267 0.5395 -0.1430
O 2.0697 3.6076 1.8893
P 2.3091 2.6338 0.6589
O 3.7070 2.2991 0.3980
O 1.3397 1.4590 0.9139
O 1.6085 3.4718 -0.5533
P 0.6363 2.6642 -1.5476
O 0.3759 3.7077 -2.6905
O 1.2542 1.3920 -2.0202
O -0.6352 2.3059 -0.7799
H 2.9054 4.0031 2.1798
H 0.1353 4.5939 -2.3823
C -2.2883 0.5910 -3.0853
C -1.4213 -0.6237 -3.2421
C -1.2077 -1.1746 -4.4969
C -0.5231 -2.3695 -4.6492
C -0.0961 -3.0636 -3.5316
C -0.2795 -2.5483 -2.2546
C 0.1372 -3.3718 -1.0618
C -0.8917 -1.2922 -2.1224
N -1.0157 -0.7180 -0.8209
C -2.0535 -0.9645 -0.0938
C -3.1248 -1.9025 -0.5213
C -2.0497 -0.3261 1.2052
C -3.1404 -0.5471 2.1954
N -1.0568 0.4561 1.4263
C -0.8036 1.0718 2.6731
C -0.0472 0.3447 3.6049
C 0.3958 -1.0603 3.2937
C 0.2611 0.9315 4.8200
C -0.1516 2.2227 5.1092
C -0.9055 2.9252 4.1877
C -1.2556 2.3693 2.9632
C -2.1655 3.1287 2.0425
H -2.6386 0.9403 -4.0537
H -1.7641 1.3997 -2.5868
H -3.1651 0.3533 -2.4754
H -1.6052 -0.6603 -5.3623
H -0.3531 -2.7740 -5.6382
H 0.3815 -4.0297 -3.6431
H 1.1909 -3.6445 -1.1271
H -0.4369 -4.3003 -1.0377
H -0.0163 -2.8436 -0.1245
H -2.9883 -2.2016 -1.5567
H -4.1096 -1.4489 -0.4012
H -3.1056 -2.7993 0.1039
H -4.0779 -0.1378 1.8121
H -2.9075 -0.0616 3.1394
H -3.2906 -1.6157 2.3574
H 0.6749 -1.1600 2.2427
H -0.4100 -1.7743 3.4896
H 1.2429 -1.3428 3.9147
H 0.8407 0.3777 5.5477
H 0.1097 2.6746 6.0567
H -1.2422 3.9294 4.4112
H -2.0488 4.1997 2.1981
H -3.2101 2.8793 2.2545
H -1.9685 2.8987 1.0027
C 4.5560 -1.5658 -2.4933
N 3.6214 -1.3640 -1.4013
C 3.8999 -1.4239 -0.0571
C 2.7565 -1.0762 0.5842
N 1.7808 -0.8231 -0.3512
C 2.3456 -0.9957 -1.5373
H 5.2993 -2.3057 -2.2091
H 5.0554 -0.6294 -2.7386
H 4.0220 -1.9179 -3.3727
H 4.8666 -1.6850 0.3348
H 2.5790 -0.9846 1.6409
H 1.8663 -0.8435 -2.4875
```

The relative energy (zero: lowest compared OMol25 entry of this formula, charge and spin) is 36.4 kJ/mol. The net charge is +1.

---

Formula: C24H32N2O13
Source: the Open Molecules 2025 dataset
Level of theory: ωB97M-V/def2-TZVPD

Geometry as XYZ:
```
71
Properties=species:S:1:pos:R:3
C -4.1011 -1.5441 4.7573
C -3.0891 -1.5646 3.6550
O -1.9507 -1.9487 3.8254
O -3.5399 -1.1370 2.4532
C -2.6245 -0.2851 1.7416
C -1.7754 -1.0568 0.7446
C -1.2790 -0.1469 -0.3888
C 0.2349 0.1306 -0.3487
C 1.0779 -0.8506 -1.1804
C 1.8334 -1.9202 -0.3653
N 3.2750 -1.7465 -0.4767
N 3.7819 -2.1108 -1.7562
C 4.0149 -2.4207 0.5468
O 4.3397 -3.5839 0.5290
O 4.4376 -1.5802 1.5395
C 3.4974 -1.3094 2.5908
C 2.8650 0.0551 2.3536
C 3.8928 1.1495 2.5028
O 4.3566 1.2102 3.8477
H -3.6065 -1.8312 5.6748
H -4.5554 -0.5646 4.8661
H -4.8986 -2.2575 4.5649
H -3.2440 0.4243 1.2045
H -1.9820 0.2419 2.4431
H -0.9476 -1.5392 1.2549
H -2.4048 -1.8357 0.3207
H -1.7772 0.8186 -0.3209
H -1.5399 -0.5488 -1.3597
H 0.3948 1.1287 -0.7534
H 0.5509 0.1703 0.6920
H 0.4026 -1.3472 -1.8735
H 1.7981 -0.2860 -1.7633
H 1.5328 -2.9178 -0.7005
H 1.5495 -1.8259 0.6792
H 4.1530 -1.2752 -2.1818
H 3.0498 -2.4824 -2.3429
H 2.7447 -2.0913 2.6641
H 4.0554 -1.3030 3.5208
H 2.0077 0.2227 3.0025
H 2.5413 0.0600 1.3142
H 3.4992 2.1089 2.1708
H 4.7182 0.8913 1.8437
H 4.6343 2.1069 4.0225
O 3.2042 1.7250 -1.8686
C 3.4944 2.9057 -1.8039
C 2.8633 3.9413 -2.6012
C 3.2619 5.2134 -2.4673
O 2.7367 6.2151 -3.1568
C 4.3540 5.6117 -1.5109
O 4.6614 6.7871 -1.4672
C 4.9715 4.5784 -0.6983
C 4.5714 3.3066 -0.8307
O 5.0774 2.3054 -0.1268
H 2.0815 3.6461 -3.2865
H 3.2094 7.0189 -2.8689
H 5.7450 4.8757 -0.0046
H 4.6055 1.5019 -0.4247
O -3.9745 -0.4841 -1.7393
C -5.0214 -1.0662 -1.9600
C -6.1364 -1.1040 -1.0322
C -7.2425 -1.7865 -1.3568
O -8.3026 -1.8697 -0.5670
C -7.3691 -2.5252 -2.6619
O -8.4020 -3.1318 -2.8674
C -6.2588 -2.4703 -3.5981
C -5.1551 -1.7857 -3.2740
O -4.1002 -1.6863 -4.0724
H -6.0332 -0.5749 -0.0952
H -8.9513 -2.4229 -1.0416
H -6.3645 -2.9922 -4.5384
H -3.4497 -1.1400 -3.5936
```

The calculation puts the total energy at -55002.0287 eV.

---

Formula: C24H32N2O4S
Source: the Open Molecules 2025 dataset
Level of theory: ωB97M-V/def2-TZVPD

Geometry as XYZ:
```
63
Properties=species:S:1:pos:R:3
C -1.0756 -1.8574 -2.5800
C -1.0227 -0.4080 -2.2489
H -1.8649 -0.1381 -1.5970
H -1.2336 0.2319 -3.1436
O 0.0646 -0.2637 -1.7330
C -0.0393 0.9769 -0.7420
C 1.3551 1.1430 -0.0893
C 1.7592 2.7853 -0.3248
C 3.1714 3.1028 0.0924
C 4.2939 2.4985 -0.8206
O 5.5037 3.1572 -0.4750
H 5.7003 2.6832 0.2604
H 4.2300 1.2665 -0.9761
H 4.0768 3.0353 -1.7702
H 3.3322 4.1462 0.1162
H 3.3747 2.6378 1.3010
H 1.1424 3.0878 0.5615
H 1.5512 3.1430 -1.1064
H 2.1980 0.8911 -1.0512
C 1.6088 0.6240 1.2391
C 0.4809 -0.3874 1.3430
C -0.8347 -0.0350 1.1929
O -0.9717 1.0769 0.2740
C -1.9015 -1.0357 1.4739
O -1.6150 -2.1158 1.0748
N -2.9869 -0.5609 1.5045
C -3.4499 0.6173 1.5823
H -3.9253 1.1296 2.5133
C -4.5263 1.0755 0.5685
N -5.5649 0.1971 0.6360
C -6.6082 0.6727 -0.4567
H -7.5126 -0.1092 -0.3725
H -6.2443 0.4771 -1.4251
H -6.9501 1.4689 -0.2866
C -5.2182 -1.2192 0.4767
C -4.1657 -1.2709 1.6394
H -4.6769 -1.3209 2.3947
H -3.8449 -2.4789 1.7924
H -4.7203 -1.3260 -0.4816
H -6.1856 -1.6579 0.6618
H -3.8519 0.9198 -0.3549
H -4.9249 2.2188 0.7839
H -2.6891 1.4087 1.5442
H 0.6920 -1.3991 2.0497
C 2.8634 -0.0503 1.1469
C 4.0962 0.1641 2.0836
S 5.4637 -0.8346 2.0108
C 4.7939 -1.8079 0.7248
C 5.2729 -2.6297 -0.0925
C 4.3755 -3.2940 -0.9129
C 3.2320 -2.9011 -1.3016
C 2.6501 -1.8498 -0.6390
C 3.5446 -1.1617 0.2969
H 1.6854 -1.6657 -0.7166
H 2.7613 -3.5410 -1.8967
H 4.9810 -4.0940 -1.2915
H 6.2266 -3.0970 0.1819
H 3.8296 1.0035 2.8993
H 1.6320 1.4556 1.9142
H -0.1641 1.9235 -1.0948
H -0.1943 -2.1021 -3.3814
H -1.0024 -2.4976 -1.6915
H -1.9779 -2.1092 -3.2809
```

The relative energy (zero: lowest compared OMol25 entry of this formula, charge and spin) is 2134.2 kJ/mol.

---

Formula: C24H32N5O3
Source: the Open Molecules 2025 dataset
Level of theory: ωB97M-V/def2-TZVPD

Geometry as XYZ:
```
64
Properties=species:S:1:pos:R:3
C -1.9071 4.5001 -0.2775
N -1.8239 3.0677 -0.0815
C -2.9371 2.2823 -0.0099
O -4.0844 2.7039 0.0045
C -2.4747 0.8163 0.0669
C -3.0430 -0.0067 -1.0841
C -4.5546 -0.1670 -1.0141
C -5.3567 0.2384 -2.0913
C -6.7472 0.2176 -1.9598
C -7.3197 -0.2624 -0.7740
C -6.5199 -0.7337 0.2743
C -5.1286 -0.7188 0.1390
N -1.0170 0.9536 0.1172
C -0.1942 -0.1019 0.2959
C 1.1895 -0.0712 0.1679
C 2.0141 -1.2028 0.1810
C 3.4571 -0.9942 0.1909
C 4.1048 0.2770 0.2380
C 5.4208 0.4028 -0.2588
N 5.8719 1.7036 -0.6569
O 6.9965 1.8118 -1.1890
O 5.1119 2.6915 -0.4885
C 6.2060 -0.7425 -0.5240
C 5.6212 -2.0015 -0.4057
C 4.2645 -2.1116 -0.1108
C -0.5683 2.3466 -0.1374
C 0.0490 2.4673 -1.5457
C 0.3706 2.8764 0.9602
H -2.9387 4.8479 -0.2041
H -1.3161 5.0119 0.4880
H -1.5022 4.7579 -1.2631
H -2.8288 0.4143 1.0300
H -2.7442 0.4827 -2.0236
H -2.5490 -0.9875 -1.0548
H -4.8834 0.6248 -3.0011
H -7.3752 0.5915 -2.7724
H -8.4009 -0.2676 -0.6620
H -6.9542 -1.1055 1.2042
H -4.4725 -1.0897 0.9348
H -0.7015 -1.0493 0.4733
H 1.6819 0.8553 -0.1471
H 1.6073 -2.0802 -0.3064
H 3.5847 1.1885 0.5449
H 7.2392 -0.5916 -0.8300
H 6.2290 -2.8910 -0.5592
H 3.7878 -3.0853 -0.1528
H -0.7214 2.2351 -2.2954
H 0.4026 3.4932 -1.6884
H 0.8889 1.7774 -1.6632
H -0.1643 2.8600 1.9180
H 1.2646 2.2565 1.0323
H 0.6630 3.9031 0.7196
C 1.6148 -4.3362 0.6450
N 1.9816 -3.1039 1.4110
C 3.0750 -3.3770 2.3686
N 0.8458 -2.7948 2.2256
H 2.4305 -4.7167 0.0255
H 1.3039 -5.1130 1.3523
H 0.7743 -4.1087 -0.0096
H 4.0350 -3.5218 1.8517
H 3.1263 -2.5247 3.0608
H 2.8181 -4.2904 2.9260
H 1.0980 -1.9898 2.8059
H 0.0988 -2.5179 1.5890
```

The relative energy (zero: lowest compared OMol25 entry of this formula, charge and spin) is 88.1 kJ/mol. The net charge is +1.